Run a
A molecular structure, C3H5NO2, computed with ωB97M-V with the def2-TZVPD basis set.

XYZ file:
```
11
Properties=species:S:1:pos:R:3:lowdin_charge:R:1
O -1.247 -1.497 -0.324 -0.0120
C -0.086 -0.811 0.123 -0.2412
C 0.777 -0.095 -0.950 -0.1450
N 0.729 1.154 -0.184 0.1145
C -0.064 0.623 0.660 -0.3937
O -0.528 1.359 1.677 0.0951
H -2.038 -0.964 -0.177 0.1003
H 0.494 -1.499 0.753 0.1503
H 1.795 -0.457 -1.083 0.1067
H 0.265 0.007 -1.907 0.1142
H -0.097 2.181 1.412 0.1107
```

HOMO-LUMO gap ... 10.8 eV
E_LUMO ... 0.705 eV

Run b
C3H5NO2 in the gas phase, computed with ωB97M-V with the def2-TZVPD basis set.

XYZ file:
```
11
Properties=species:S:1:pos:R:3:lowdin_charge:R:1
N -2.274 -0.510 -1.646 0.1521
C -1.588 -0.188 -0.772 -0.1577
C -0.705 0.156 0.371 -0.3518
O -0.509 1.534 0.466 -0.0106
C 0.660 -0.612 0.229 -0.1689
O 1.728 0.309 0.087 -0.0551
H -1.229 -0.188 1.274 0.1471
H 0.444 1.662 0.311 0.0847
H 0.618 -1.301 -0.621 0.1266
H 0.847 -1.191 1.135 0.1241
H 2.007 0.331 -0.834 0.1096
```

HOMO-LUMO gap ... 11.7 eV
E_LUMO ... 0.403 eV
SMILES string ... N#C[C@H](O)CO

Run c
C3H5NO2 in the gas phase, computed with ωB97M-V with the def2-TZVPD basis set.

XYZ file:
```
11
Properties=species:S:1:pos:R:3:lowdin_charge:R:1
N -2.625 -1.012 -1.009 0.1662
C -1.770 -0.459 -0.462 -0.1477
C -0.654 0.197 0.243 -0.3788
O -0.642 1.559 -0.092 -0.0007
C 0.668 -0.462 -0.148 -0.2082
O 1.656 0.326 0.487 -0.0555
H -0.804 0.054 1.324 0.1569
H 0.217 1.886 0.215 0.0974
H 0.772 -0.442 -1.241 0.1351
H 0.686 -1.503 0.195 0.1336
H 2.496 -0.145 0.487 0.1017
```

HOMO-LUMO gap ... 11.4 eV
E_LUMO ... 0.399 eV
SMILES string ... N#C[C@H](O)CO

What should be chosen as the most stable of them? Choose run c.

Run a
2 unconnected molecules or ions with the total composition C3H5NO2, computed with ωB97M-V with the def2-TZVPD basis set.

XYZ file:
```
11
Properties=species:S:1:pos:R:3:lowdin_charge:R:1
H -1.922 -0.157 -1.576 0.0792
N -1.286 0.412 -1.017 0.1897
C -0.478 -0.290 -0.370 -0.3661
O -0.301 -1.656 -0.284 0.0032
C 0.807 -1.569 0.646 -0.0466
C 0.671 -0.041 0.602 -0.2826
O 1.209 0.899 1.096 0.1487
H 1.729 -1.974 0.221 0.1304
H 0.573 -2.038 1.605 0.1303
H -0.403 3.557 -0.384 0.0224
H -0.599 2.856 -0.540 -0.0086
```

HOMO-LUMO gap ... 10.3 eV
E_LUMO ... -0.263 eV
SMILES string ... [H]/N=C1\OCC1=O.[H][H]

Run b
A molecular structure, C3H5NO2, computed with ωB97M-V with the def2-TZVPD basis set.

XYZ file:
```
11
Properties=species:S:1:pos:R:3:lowdin_charge:R:1
O 0.247 1.541 -0.285 -0.0427
C -0.058 0.446 0.570 -0.3111
C -1.200 0.746 -0.245 0.1093
N 0.204 -1.875 0.530 0.1442
C 0.706 -0.771 0.135 -0.5404
O 1.664 -0.358 -0.668 0.0139
H 1.245 0.776 -0.799 0.1695
H -0.074 0.720 1.613 0.1581
H -2.118 1.179 0.186 0.1245
H -1.326 0.276 -1.216 0.1252
H 0.710 -2.680 0.178 0.0493
```

HOMO-LUMO gap ... 10.5 eV
E_LUMO ... 0.674 eV

What should be chosen as the most stable of them? Choose run a.

Run a
2 unconnected molecules or ions with the total composition C4H12OS, computed with ωB97M-V with the def2-TZVPD basis set.

XYZ file:
```
18
Properties=species:S:1:pos:R:3:lowdin_charge:R:1
C 2.257 1.069 0.059 -0.1391
C 0.908 0.390 0.211 -0.3141
C 0.841 -0.961 -0.584 -0.6063
S -0.627 -1.838 -0.858 0.8056
C -1.799 -1.508 0.554 -0.3399
H 2.089 2.177 0.243 0.0904
H 3.058 0.695 0.652 0.0461
H 2.741 0.955 -1.013 0.1097
H 0.185 1.201 -0.101 0.1015
H 0.622 0.217 1.265 0.1011
H 1.699 -1.604 -0.414 0.0588
H 1.250 -0.693 -1.663 0.1033
H -2.354 -2.236 0.978 -0.0132
H -1.099 -0.994 1.161 0.0003
H -2.642 -0.849 0.123 0.0473
O -2.267 1.674 -0.287 -0.0316
H -3.032 1.436 0.189 0.0098
H -1.832 0.867 -0.513 -0.0298
```

HOMO-LUMO gap ... 9.3 eV
E_LUMO ... 0.773 eV
SMILES string ... CCCSC.O

Run b
2 unconnected molecules or ions with the total composition C4H12OS, computed with ωB97M-V with the def2-TZVPD basis set.

XYZ file:
```
18
Properties=species:S:1:pos:R:3:lowdin_charge:R:1
C -2.757 -0.273 -2.425 -0.0884
C -2.328 -0.611 -0.986 -0.3053
O -1.272 0.233 -0.529 -0.1041
H -2.858 0.814 -2.418 0.0777
H -3.786 -0.630 -2.526 0.0693
H -2.211 -0.723 -3.247 0.0696
H -3.180 -0.511 -0.322 0.1076
H -1.920 -1.634 -0.944 0.1088
H -0.728 0.439 -1.297 0.0761
C 1.284 0.529 1.334 -0.1632
C 2.820 0.264 1.422 -0.5967
S 3.611 1.056 2.903 0.6534
H 1.009 1.062 2.230 0.0476
H 1.047 0.873 0.331 0.0463
H 0.808 -0.450 1.229 0.0606
H 3.344 0.503 0.497 0.0517
H 3.001 -0.810 1.486 0.0500
H 4.116 -0.133 3.262 -0.1609
```

HOMO-LUMO gap ... 9.8 eV
E_LUMO ... 0.854 eV
SMILES string ... CCO.CCS

What should be chosen as the most stable of them? Choose run b.

Run a
2 unconnected molecules or ions with the total composition H4O2, computed with ωB97M-V with the def2-TZVPD basis set.

XYZ file:
```
6
Properties=species:S:1:pos:R:3:lowdin_charge:R:1
O -0.686 1.057 -0.233 -0.0462
H -1.106 0.506 -0.908 0.0656
H -1.336 1.169 0.458 0.0527
O 0.765 -1.094 0.159 -0.0651
H 1.200 -1.225 0.986 0.0158
H 0.617 -0.155 0.057 -0.0228
```

HOMO-LUMO gap ... 11.7 eV
E_LUMO ... 0.868 eV
SMILES string ... O.O

Run b
2 unconnected molecules or ions with the total composition H4O2, computed with ωB97M-V with the def2-TZVPD basis set.

XYZ file:
```
6
Properties=species:S:1:pos:R:3:lowdin_charge:R:1
O -0.660 -0.051 0.913 -0.0825
H -0.363 -0.034 1.861 0.0748
H -1.490 -0.597 0.940 0.0733
O 0.941 0.557 -1.378 -0.0671
H 1.266 -0.359 -1.622 0.0693
H 0.306 0.484 -0.715 -0.0679
```

HOMO-LUMO gap ... 11.4 eV
E_LUMO ... 0.570 eV
SMILES string ... O.O

Run c
2 unconnected molecules or ions with the total composition H4O2, computed with ωB97M-V with the def2-TZVPD basis set.

XYZ file:
```
6
Properties=species:S:1:pos:R:3:lowdin_charge:R:1
O -0.248 -0.779 1.211 -0.0735
H 0.187 -0.317 0.494 -0.0744
H -0.981 -1.232 0.795 0.0314
O 0.238 0.404 -0.787 -0.0311
H 0.548 1.011 -0.116 0.0696
H 0.255 0.913 -1.598 0.0780
```

HOMO-LUMO gap ... 11.2 eV
E_LUMO ... 0.577 eV
SMILES string ... O.O

What should be chosen as the most stable of them? Choose run a.

Run a
2 unconnected molecules or ions with the total composition H4O2, computed with ωB97M-V with the def2-TZVPD basis set.

XYZ file:
```
6
Properties=species:S:1:pos:R:3:lowdin_charge:R:1
O -1.537 -0.197 0.057 -0.0597
H -1.939 0.633 -0.190 0.0246
H -0.697 -0.247 -0.362 -0.0389
O 1.114 -0.076 -0.084 -0.0635
H 1.680 -0.838 0.212 0.0882
H 1.379 0.725 0.366 0.0494
```

HOMO-LUMO gap ... 11.5 eV
E_LUMO ... 0.734 eV
SMILES string ... O.O

Run b
2 unconnected molecules or ions with the total composition H4O2, computed with ωB97M-V with the def2-TZVPD basis set.

XYZ file:
```
6
Properties=species:S:1:pos:R:3:lowdin_charge:R:1
O -0.864 -0.095 -1.095 -0.1470
H -0.303 -0.547 -1.742 0.0171
H -0.311 0.029 -0.215 0.0068
O 0.760 0.068 0.966 -0.0459
H 0.265 -0.205 1.727 0.0514
H 1.183 0.939 1.256 0.1175
```

HOMO-LUMO gap ... 10.9 eV
E_LUMO ... 0.503 eV
SMILES string ... O.O

What should be chosen as the most stable of them? Choose run a.

Run a
A molecular structure, C45H45CsN9O2P2S2, computed with ωB97M-V with the def2-TZVPD basis set.

XYZ file:
```
106
Properties=species:S:1:pos:R:3:lowdin_charge:R:1
Cs 0.112 -1.251 0.709 0.9675
N -1.883 -5.652 -0.240 0.1159
C -1.283 -4.496 0.147 -0.1712
N -0.028 -4.339 0.326 0.0773
C 0.832 -5.397 0.056 -0.2884
N 2.106 -5.259 0.073 0.0684
N 2.527 -3.951 0.236 0.0389
C 3.447 -3.796 1.091 -0.1027
C 4.046 -2.470 1.347 -0.2760
C 5.265 -2.411 2.015 -0.0412
C 5.845 -1.173 2.240 -0.0807
C 5.177 -0.043 1.807 -0.0572
C 3.947 -0.195 1.173 -0.1458
N 3.393 -1.379 0.939 0.0889
C 0.250 -6.718 -0.245 -0.0809
C 1.021 -7.869 -0.397 -0.0201
C 0.429 -9.077 -0.707 -0.0890
C -0.954 -9.151 -0.873 -0.0914
C -1.736 -8.024 -0.724 -0.0261
C -1.133 -6.808 -0.407 -0.1822
H -2.880 -5.673 -0.371 0.1495
H -1.953 -3.658 0.316 0.1249
H 3.842 -4.643 1.658 0.1153
H 5.746 -3.325 2.341 0.1030
H 6.800 -1.096 2.747 0.0997
H 5.577 0.950 1.966 0.1019
H 3.374 0.676 0.873 0.0109
H 2.091 -7.781 -0.268 0.1089
H 1.036 -9.965 -0.824 0.0975
H -1.421 -10.096 -1.119 0.0996
H -2.811 -8.074 -0.849 0.1092
S -0.603 -1.515 -2.472 0.0790
P -1.104 0.417 -2.180 0.2959
C -0.589 1.212 -0.805 -0.7392
P 0.481 2.451 -0.654 0.3602
S 1.547 2.528 1.091 0.2746
C 1.757 2.534 -1.972 -0.3251
C 1.894 3.567 -2.891 -0.0855
C 2.881 3.513 -3.869 -0.1004
C 3.737 2.426 -3.941 -0.1078
C 3.593 1.378 -3.039 -0.0836
C 2.608 1.432 -2.067 -0.1007
C -0.303 4.126 -0.716 -0.3453
C -1.670 4.214 -0.939 -0.0932
C -2.314 5.447 -0.941 -0.0884
C -1.588 6.607 -0.726 -0.1090
C -0.217 6.531 -0.498 -0.0987
C 0.417 5.299 -0.483 -0.1276
C -0.736 1.318 -3.747 -0.3303
C 0.259 0.879 -4.612 -0.1105
C 0.584 1.616 -5.743 -0.0969
C -0.093 2.793 -6.030 -0.1108
C -1.094 3.236 -5.175 -0.0943
C -1.407 2.504 -4.039 -0.0908
C -2.947 0.434 -2.221 -0.3457
C -3.671 0.862 -1.117 -0.0970
C -5.062 0.846 -1.132 -0.0957
C -5.738 0.413 -2.262 -0.1141
C -5.019 -0.014 -3.374 -0.0986
C -3.635 -0.011 -3.349 -0.1026
H 1.222 4.416 -2.860 0.0976
H 2.967 4.321 -4.587 0.0972
H 4.502 2.384 -4.707 0.0923
H 4.241 0.512 -3.098 0.1012
H 2.482 0.601 -1.380 0.0923
H -2.221 3.292 -1.093 0.0731
H -3.383 5.496 -1.111 0.0969
H -2.085 7.570 -0.730 0.0911
H 0.354 7.435 -0.324 0.0934
H 1.480 5.232 -0.279 0.0920
H 0.768 -0.050 -4.387 0.0665
H 1.373 1.270 -6.400 0.0986
H 0.161 3.366 -6.914 0.0915
H -1.629 4.153 -5.390 0.0951
H -2.188 2.856 -3.376 0.0966
H -3.120 1.204 -0.247 0.0769
H -5.614 1.175 -0.259 0.0944
H -6.822 0.406 -2.279 0.0896
H -5.543 -0.355 -4.259 0.0932
H -3.071 -0.365 -4.205 0.1024
N 1.662 -1.048 4.023 0.0547
C 0.368 -0.407 4.219 -0.3485
C 0.085 -0.038 5.685 -0.1527
C -1.351 0.320 6.090 -0.1691
C -2.148 1.296 5.215 -0.1625
N -1.390 2.416 4.670 0.0826
C -1.181 2.644 3.357 -0.4709
N -0.604 3.802 2.983 0.1501
N -1.574 1.775 2.451 0.2165
C -0.717 -1.359 3.663 -0.7862
O -0.542 -2.575 3.793 -0.0166
O -1.695 -0.802 3.069 -0.1813
H 1.558 -2.032 4.251 0.0696
H 2.392 -0.642 4.595 0.0708
H 0.354 0.506 3.619 0.1068
H 0.753 0.793 5.945 0.1066
H 0.392 -0.886 6.303 0.1150
H -1.310 0.706 7.114 0.1010
H -1.949 -0.594 6.131 0.1179
H -2.980 1.693 5.804 0.1165
H -2.579 0.757 4.380 0.0998
H -1.009 3.092 5.309 0.1428
H -0.242 4.389 3.716 0.1000
H 0.036 3.688 2.174 -0.0379
H -1.669 0.763 2.712 0.0481
H -1.281 1.924 1.481 0.0526
```

Net charge ... -1
HOMO-LUMO gap ... 5.7 eV
E_LUMO ... 1.897 eV

Run b
A molecular structure, C45H45CsN9O2P2S2, computed with ωB97M-V with the def2-TZVPD basis set.

XYZ file:
```
106
Properties=species:S:1:pos:R:3:lowdin_charge:R:1
Cs -0.186 -0.278 1.433 0.9550
N -0.160 -3.175 -2.651 0.1083
C -0.562 -2.811 -1.408 -0.2456
N -0.206 -3.373 -0.309 0.1230
C 0.689 -4.428 -0.372 -0.3064
N 1.326 -4.853 0.660 0.0591
N 1.026 -4.154 1.827 0.0421
C 2.042 -3.573 2.316 -0.1185
C 1.968 -2.729 3.513 -0.2875
C 3.159 -2.309 4.106 -0.0208
C 3.103 -1.466 5.200 -0.0641
C 1.862 -1.068 5.662 -0.0710
C 0.734 -1.528 4.998 -0.1594
N 0.766 -2.335 3.946 0.0877
C 0.992 -5.021 -1.683 -0.0874
C 1.724 -6.201 -1.830 -0.0261
C 2.074 -6.655 -3.085 -0.0944
C 1.707 -5.925 -4.215 -0.0923
C 0.977 -4.760 -4.094 -0.0180
C 0.607 -4.313 -2.824 -0.1810
H -0.244 -2.475 -3.374 0.1105
H -1.236 -1.964 -1.372 0.0427
H 3.019 -3.647 1.833 0.1208
H 4.107 -2.625 3.690 0.1091
H 4.010 -1.106 5.667 0.1078
H 1.760 -0.382 6.491 0.1041
H -0.251 -1.194 5.310 0.1084
H 2.024 -6.728 -0.935 0.1070
H 2.644 -7.568 -3.194 0.0958
H 1.999 -6.271 -5.198 0.0991
H 0.689 -4.185 -4.965 0.1124
S -0.150 0.188 -2.283 0.1908
P 1.324 1.429 -1.578 0.3360
C 1.725 1.329 0.012 -0.7619
P 1.794 2.490 1.180 0.2812
S 1.551 1.890 3.119 0.0522
C 3.372 3.430 1.193 -0.3441
C 3.650 4.382 2.168 -0.1249
C 4.851 5.071 2.153 -0.1001
C 5.802 4.797 1.176 -0.1133
C 5.547 3.822 0.223 -0.0944
C 4.336 3.143 0.235 -0.0934
C 0.529 3.822 0.972 -0.3172
C 0.831 5.156 0.729 -0.0930
C -0.174 6.110 0.624 -0.1006
C -1.500 5.745 0.766 -0.1107
C -1.820 4.411 0.990 -0.0879
C -0.818 3.463 1.076 -0.1055
C 2.750 0.976 -2.639 -0.3530
C 3.607 -0.015 -2.168 -0.1038
C 4.677 -0.444 -2.936 -0.0993
C 4.913 0.124 -4.183 -0.1167
C 4.066 1.116 -4.654 -0.1021
C 2.987 1.535 -3.887 -0.0935
C 0.913 3.107 -2.200 -0.3393
C 1.917 4.073 -2.245 -0.1081
C 1.636 5.371 -2.636 -0.0975
C 0.334 5.732 -2.955 -0.1113
C -0.674 4.784 -2.891 -0.0929
C -0.384 3.475 -2.532 -0.1050
H 2.919 4.565 2.946 0.0901
H 5.053 5.819 2.912 0.0928
H 6.744 5.333 1.170 0.0891
H 6.288 3.584 -0.531 0.0955
H 4.126 2.361 -0.489 0.0824
H 1.860 5.466 0.611 0.0958
H 0.089 7.142 0.424 0.0967
H -2.284 6.490 0.692 0.0904
H -2.854 4.101 1.082 0.1000
H -1.104 2.428 1.227 0.0479
H 3.431 -0.422 -1.178 0.0949
H 5.334 -1.218 -2.557 0.0935
H 5.755 -0.206 -4.781 0.0885
H 4.240 1.569 -5.624 0.0924
H 2.323 2.300 -4.273 0.1033
H 2.932 3.810 -1.975 0.0972
H 2.433 6.106 -2.670 0.0986
H 0.104 6.753 -3.237 0.0924
H -1.696 5.059 -3.126 0.0965
H -1.161 2.721 -2.500 0.0577
N -2.384 -2.487 2.022 0.0233
C -3.631 -1.943 2.492 -0.3026
C -4.857 -2.867 2.367 -0.1557
C -5.119 -3.441 0.974 -0.1760
C -5.550 -2.387 -0.048 -0.2104
N -6.592 -1.544 0.495 0.0355
C -7.820 -1.775 0.261 -0.5195
N -8.783 -0.877 0.688 0.1257
N -8.348 -2.867 -0.402 0.1416
C -3.781 -0.496 1.969 -0.4960
O -5.002 0.043 1.906 0.0876
O -2.811 0.181 1.734 -0.1258
H -2.371 -2.717 1.037 0.0492
H -2.048 -3.283 2.547 0.0870
H -3.505 -1.760 3.569 0.1583
H -5.749 -2.358 2.738 0.1065
H -4.687 -3.700 3.053 0.1140
H -5.894 -4.209 1.054 0.1073
H -4.225 -3.949 0.603 0.1071
H -5.820 -2.864 -1.002 0.1076
H -4.705 -1.736 -0.291 0.1210
H -5.728 -0.584 1.656 0.0482
H -8.406 -0.150 1.275 0.0961
H -9.627 -1.293 1.052 0.0900
H -7.680 -3.448 -0.884 0.0780
H -9.161 -2.659 -0.960 0.0952
```

Net charge ... -1
HOMO-LUMO gap ... 5.1 eV
E_LUMO ... 1.644 eV

What should be chosen as the most stable of them? Choose run a.